No. 1
The following is a quantum chemistry calculation of a molecular structure, Br2S2 at a distorted geometry, from the OMol25 dataset.

## Properties
Gap between HOMO and LUMO   0.25649 hartree
Strongest force on any atom   3.4 eV/Å
LUMO level   -2.35 eV
DFT total energy   -161754.0770 eV
Highest occupied orbital energy   -0.3428 Ha
Energy relative to the best compared isomer or geometry (same formula, charge and spin)   34.0 kcal/mol

Each line ends with the Löwdin charge.
Geometry (Å):
S: -1.222 0.430 -0.739  -0.131
S: 1.215 -0.536 -0.538  -0.126
Br: -1.184 2.193 0.362  0.136
Br: 1.190 -2.087 0.914  0.120

---

No. 2
The following is a quantum chemistry calculation of 2 unconnected molecules or ions with the total composition C2H5N2O2S at a distorted geometry, from the OMol25 dataset.

## Properties
Gap between HOMO and LUMO (alpha / beta)   0.19269 / 0.25674 hartree
Strongest force on any atom   3.4 eV/Å
LUMO level (alpha / beta)   -7.74 / -6.96 eV
DFT total energy   -20050.7580 eV
Highest occupied orbital energy (alpha / beta)   -0.4770 / -0.5126 Ha
Energy relative to the best compared isomer or geometry (same formula, charge and spin)   121.9 kcal/mol
Net charge   +1

Each line ends with the Löwdin charge.
Geometry (Å):
C: -1.610 1.224 -0.526  -0.298
C: -0.731 0.414 -0.290  0.011
N: 2.649 -1.829 0.614  -0.013
N: -2.287 2.169 -1.361  0.147
O: 0.790 -3.159 1.533  -0.213
O: 1.711 -1.132 2.807  -0.212
S: 1.337 -1.854 1.635  0.835
H: 3.061 -0.932 0.434  0.093
H: 2.592 -2.385 -0.236  0.109
H: -2.963 1.787 -2.004  0.163
H: -1.664 2.839 -1.817  0.173
H: -2.884 2.859 -0.789  0.205

---

No. 3
The following is a quantum chemistry calculation of a molecular structure, C5H10O2, from the OMol25 dataset.

## Properties
Gap between HOMO and LUMO   0.40095 hartree
Strongest force on any atom   0.3 eV/Å
LUMO level   1.05 eV
DFT total energy   -9441.0793 eV
Highest occupied orbital energy   -0.3623 Ha
Energy relative to the best compared isomer or geometry (same formula, charge and spin)   45.3 kcal/mol

Each line ends with the Löwdin charge.
Geometry (Å):
C: -2.129 -0.544 0.419  -0.039
C: -1.100 0.237 -0.395  -0.399
O: -1.000 1.574 0.059  -0.032
C: 0.258 -0.445 -0.347  -0.295
C: 1.496 0.327 -0.824  -0.078
C: 2.070 -0.070 0.540  -0.165
O: 0.770 -0.475 1.005  -0.098
H: -3.097 -0.037 0.387  0.082
H: -2.252 -1.562 0.034  0.083
H: -1.804 -0.614 1.463  0.085
H: -1.416 0.298 -1.444  0.153
H: -0.556 1.521 0.919  0.099
H: 0.188 -1.463 -0.761  0.154
H: 2.005 -0.028 -1.723  0.109
H: 1.287 1.396 -0.895  0.110
H: 2.500 0.719 1.166  0.116
H: 2.761 -0.924 0.505  0.116

---

No. 4
The following is a quantum chemistry calculation of 9 unconnected molecules or ions with the total composition C18H54O18 at a distorted geometry, from the OMol25 dataset.

## Properties
Gap between HOMO and LUMO   0.35746 hartree
Strongest force on any atom   2.3 eV/Å
LUMO level   0.00 eV
DFT total energy   -56392.5872 eV
Highest occupied orbital energy   -0.3573 Ha
Energy relative to the best compared isomer or geometry (same formula, charge and spin)   8.4 kcal/mol

Each line ends with the Löwdin charge.
Geometry (Å):
O: -0.017 -6.771 0.232  -0.059
C: 0.839 -6.407 1.283  -0.251
C: 0.584 -5.018 1.843  -0.237
O: 0.783 -3.939 0.943  -0.083
H: 0.005 -6.134 -0.505  0.071
H: 0.665 -7.086 2.120  0.125
H: 1.879 -6.504 0.940  0.122
H: 1.121 -4.935 2.801  0.122
H: -0.457 -4.929 2.178  0.124
H: 1.654 -4.042 0.539  0.105
O: -0.708 1.363 1.515  -0.097
C: -0.237 0.045 1.139  -0.192
C: 1.249 -0.019 1.394  -0.203
O: 1.975 0.720 0.400  -0.091
H: -1.544 1.262 1.995  0.035
H: -0.796 -0.605 1.812  0.112
H: -0.481 -0.151 0.093  0.106
H: 1.571 -1.066 1.309  0.104
H: 1.558 0.341 2.374  0.121
H: 1.403 0.716 -0.386  0.032
O: 0.353 4.412 3.512  -0.053
C: 0.073 3.250 4.247  -0.279
C: -0.266 3.557 5.698  -0.253
O: 0.733 4.285 6.401  -0.060
H: 0.893 4.153 2.742  0.044
H: -0.747 2.689 3.774  0.094
H: 0.896 2.515 4.225  0.121
H: -0.567 2.680 6.269  0.115
H: -1.156 4.203 5.625  0.118
H: 0.642 5.187 6.080  0.083
O: 3.790 2.736 -3.149  -0.070
C: 4.452 1.832 -2.265  -0.249
C: 5.285 0.782 -2.961  -0.253
O: 6.240 1.389 -3.823  -0.059
H: 3.240 2.242 -3.770  0.092
H: 5.121 2.471 -1.688  0.126
H: 3.760 1.363 -1.558  0.102
H: 4.674 0.014 -3.454  0.110
H: 5.839 0.208 -2.215  0.122
H: 5.760 2.113 -4.250  0.078
O: -0.034 4.464 -1.310  -0.073
C: 0.943 3.444 -1.017  -0.207
C: 2.108 3.999 -0.209  -0.188
O: 1.845 3.904 1.197  -0.085
H: -0.609 4.513 -0.533  0.090
H: 0.479 2.550 -0.602  0.089
H: 1.304 3.245 -2.032  0.116
H: 2.318 5.056 -0.375  0.130
H: 3.049 3.517 -0.493  0.101
H: 1.797 2.944 1.355  0.075
O: 0.245 -2.530 -3.873  -0.067
C: 1.438 -2.307 -3.115  -0.212
C: 1.189 -1.439 -1.892  -0.223
O: 1.118 -0.065 -2.241  -0.091
H: 0.181 -1.847 -4.546  0.103
H: 1.811 -3.277 -2.778  0.122
H: 2.216 -1.850 -3.729  0.123
H: 2.010 -1.521 -1.180  0.122
H: 0.232 -1.758 -1.468  0.117
H: 0.225 0.307 -2.317  0.046
O: -5.600 -0.559 1.490  -0.045
C: -4.202 -0.814 1.489  -0.241
C: -3.538 -0.607 2.827  -0.203
O: -3.135 0.780 2.929  -0.086
H: -5.757 0.190 0.907  0.086
H: -4.109 -1.873 1.227  0.105
H: -3.614 -0.309 0.718  0.116
H: -2.664 -1.242 2.984  0.108
H: -4.212 -0.854 3.651  0.126
H: -2.917 0.948 3.853  0.093
O: -1.865 -3.107 0.455  -0.092
C: -2.504 -4.085 -0.353  -0.225
C: -2.029 -4.008 -1.798  -0.233
O: -0.675 -4.390 -2.005  -0.073
H: -0.950 -3.382 0.656  0.035
H: -2.201 -5.070 0.026  0.112
H: -3.585 -4.027 -0.269  0.117
H: -2.130 -2.969 -2.134  0.116
H: -2.716 -4.563 -2.447  0.118
H: -0.327 -3.756 -2.654  0.028
O: -1.508 0.983 -2.496  -0.091
C: -2.305 1.817 -1.625  -0.186
C: -2.687 3.093 -2.360  -0.251
O: -3.678 2.857 -3.344  -0.049
H: -2.013 0.816 -3.298  0.095
H: -3.170 1.204 -1.366  0.119
H: -1.695 2.113 -0.775  0.096
H: -1.796 3.542 -2.805  0.114
H: -2.992 3.823 -1.600  0.122
H: -3.352 3.180 -4.186  0.086

---

No. 5
The following is a quantum chemistry calculation of 3 unconnected molecules or ions with the total composition C3HN3O3 at a distorted geometry, from the OMol25 dataset.

## Properties
Gap between HOMO and LUMO (alpha / beta)   0.33318 / 0.42064 hartree
Strongest force on any atom   3.3 eV/Å
LUMO level (alpha / beta)   0.05 / -1.41 eV
2S+1   3
DFT total energy   -13735.8791 eV
Highest occupied orbital energy (alpha / beta)   -0.3313 / -0.4726 Ha
Expectation value of S²   2.039
Energy relative to the best compared isomer or geometry (same formula, charge and spin)   0.0 kcal/mol

Each line ends with the Löwdin charge.
Geometry (Å):
C: 0.828 0.892 -1.161  -0.081
C: 1.405 -1.851 1.878  -0.198
C: -2.379 0.672 -1.411  -0.441
N: 0.841 1.870 -0.530  0.070
N: 1.344 -0.596 2.133  -0.060
N: 1.419 0.553 1.990  0.190
O: 0.768 -2.886 1.704  0.074
O: -2.056 -0.223 -2.077  0.181
O: -2.820 1.542 -0.807  0.225
H: 0.650 0.027 -1.719  0.038